Formula: C25H3Cl3F15GeN3O4STi
Source: OMol25
Level of theory: wB97M-V/def2-TZVPD

Calculated values
HOMO, eV: -14.53
Strongest force on any atom, Eh/bohr: 0.025
Lowest unoccupied orbital energy, eV: -8.94
2S+1: 1
Frontier orbital gap, eV: 5.59
Total energy, eV: -207413.049
Net charge: +2

Geometry as XYZ:
```
56
C25H3Cl3F15GeN3O4STi | OMol25 | wB97M-V/def2-TZVPD
Ti -1.211 0.454 0.124
O 2.154 -2.126 -3.923
C 2.714 -1.018 -3.465
O 3.723 -0.555 -3.903
C 2.041 -0.295 -2.323
C 2.602 0.843 -1.747
N 1.777 1.270 -0.788
N 0.700 0.478 -0.683
C 0.857 -0.470 -1.622
C -0.284 -1.403 -1.747
O -0.334 -2.389 -2.400
O -1.314 -0.962 -0.944
H 1.327 -2.374 -3.475
H 3.529 1.341 -1.986
H 1.891 2.076 -0.190
F -4.348 5.663 0.240
C -4.444 5.501 -1.082
C -4.212 4.253 -1.643
C -4.267 4.145 -3.026
F -3.987 2.956 -3.582
C -4.585 5.215 -3.838
F -4.636 5.081 -5.150
C -4.843 6.448 -3.245
F -5.148 7.480 -3.995
C -4.769 6.595 -1.863
F -5.002 7.770 -1.308
Ge -3.763 2.693 -0.636
S -1.583 2.251 -1.175
C -4.690 1.015 -1.004
C -5.770 0.842 -1.854
F -6.277 1.883 -2.501
C -6.360 -0.406 -2.048
F -7.377 -0.534 -2.870
C -5.875 -1.519 -1.371
F -6.424 -2.697 -1.549
C -4.802 -1.383 -0.489
F -4.322 -2.413 0.184
C -4.274 -0.124 -0.353
F -3.200 0.006 0.581
C -3.903 2.851 1.309
C -2.971 2.431 2.230
F -1.761 1.895 1.792
C -3.144 2.465 3.595
F -2.194 2.027 4.411
C -4.347 2.959 4.091
F -4.548 3.011 5.387
C -5.336 3.377 3.207
F -6.485 3.821 3.667
C -5.101 3.302 1.841
F -6.072 3.658 1.000
Cl 1.612 -2.640 3.773
C 0.914 -1.064 4.134
Cl 2.153 0.131 4.527
Cl -0.333 -1.150 5.372
C 0.265 -0.588 2.899
N -0.243 -0.222 1.940
```